one | The ion C4H8NOS with charge -1, computed with ωB97M-V/def2-TZVPD.

Computed properties:
Highest occupied orbital energy   -2.7 eV
SMILES string   CN[C@@H](C=O)C[S-]
Orbital gap   6.37 eV
Charge   -1

The geometry in XYZ format:
```
15
Properties=species:S:1:pos:R:3:lowdin_charge:R:1
C -0.052 1.604 0.823 -0.148
N -0.915 0.427 0.747 -0.087
C -0.378 -0.682 -0.065 -0.469
C -0.467 -0.393 -1.545 -0.282
O -1.509 -0.184 -2.129 0.005
C 1.026 -1.115 0.325 -0.735
S 1.383 -2.706 -0.508 0.148
H -0.690 2.488 0.924 0.068
H 0.577 1.766 -0.056 0.072
H 0.561 1.545 1.723 0.067
H -1.841 0.678 0.437 0.085
H -1.009 -1.548 0.111 0.111
H 0.482 -0.285 -2.104 0.105
H 1.056 -1.180 1.372 0.027
H 1.776 -0.414 -0.053 0.034
```

***

two | A structure of composition C4H8NOS, computed with ωB97M-V/def2-TZVPD.

Computed properties:
Highest occupied orbital energy   -2.9 eV
Orbital gap   5.80 eV
Charge   -1

The geometry in XYZ format:
```
15
Properties=species:S:1:pos:R:3:lowdin_charge:R:1
O 2.098 1.852 -0.740 -0.077
C 1.347 0.841 -0.274 -0.403
N 1.059 0.561 1.346 0.070
C -0.039 -0.424 1.432 -0.391
C -1.195 0.158 0.662 -0.710
S -2.150 -1.168 -0.379 0.047
C 1.187 -0.266 -1.423 -0.046
H 1.925 0.315 0.460 0.063
H 0.080 -1.547 1.030 0.100
H -0.330 -0.544 2.671 0.157
H -1.886 0.769 1.225 0.027
H -0.796 0.902 -0.001 0.012
H 2.071 -0.888 -1.505 0.062
H 1.034 0.058 -2.464 0.075
H 0.293 -0.978 -1.238 0.012
```

***

Calculated relative energies: one 0.0; two 127.2, given in kcal/mol

***

one | An isolated molecule of C22H22N4O4S, computed with ωB97M-V/def2-TZVPD.

Computed properties:
Highest occupied orbital energy   -8.3 eV
SMILES string   COc1ccc(Cc2nnc(NC(=O)[C@H]3CC(=O)N(c4ccccc4)C3)s2)cc1OC
Orbital gap   8.47 eV
Charge   0

The geometry in XYZ format:
```
53
Properties=species:S:1:pos:R:3:lowdin_charge:R:1
C 1.980 0.309 3.872 -0.068
O 0.780 -0.275 3.412 -0.064
C -0.116 0.445 2.688 -0.199
C -1.395 -0.103 2.650 0.011
C -2.429 0.499 1.961 -0.070
C -2.202 1.688 1.289 -0.262
C -3.291 2.331 0.460 -0.137
C -3.131 1.801 -0.915 -0.565
N -2.703 2.456 -1.929 0.010
N -2.477 1.723 -3.009 0.022
C -2.709 0.466 -2.845 -0.604
N -2.536 -0.466 -3.834 0.116
C -1.901 -1.690 -3.779 -0.434
O -1.775 -2.341 -4.784 0.107
C -1.351 -2.099 -2.423 -0.211
C -0.668 -3.461 -2.454 -0.020
C 0.516 -3.330 -1.511 -0.418
O 1.176 -4.246 -1.085 0.087
N 0.702 -2.000 -1.254 0.024
C 1.749 -1.442 -0.503 -0.176
C 2.400 -2.188 0.477 0.001
C 3.452 -1.639 1.183 -0.075
C 3.869 -0.342 0.934 -0.111
C 3.211 0.410 -0.022 -0.089
C 2.154 -0.129 -0.734 -0.018
C -0.222 -1.151 -1.975 -0.101
S -3.333 0.081 -1.239 1.120
C -0.926 2.235 1.294 0.031
C 0.125 1.640 1.980 -0.181
O 1.393 2.157 1.994 -0.116
C 1.639 3.365 1.318 -0.082
H 2.679 0.492 3.055 0.064
H 1.789 1.243 4.408 0.100
H 2.404 -0.423 4.560 0.097
H -1.553 -1.024 3.189 0.123
H -3.409 0.047 1.958 0.110
H -3.184 3.415 0.429 0.126
H -4.273 2.069 0.856 0.119
H -2.711 -0.131 -4.776 0.165
H -2.159 -2.103 -1.688 0.104
H -1.313 -4.282 -2.149 0.135
H -0.298 -3.684 -3.458 0.135
H 2.089 -3.201 0.671 0.107
H 3.949 -2.231 1.937 0.109
H 4.703 0.079 1.477 0.105
H 3.526 1.423 -0.227 0.103
H 1.665 0.478 -1.480 0.105
H 0.264 -0.702 -2.851 0.147
H -0.573 -0.350 -1.317 0.112
H -0.762 3.144 0.738 0.114
H 1.037 4.185 1.723 0.100
H 2.694 3.579 1.485 0.097
H 1.454 3.273 0.243 0.095
```

***

two | A structure of composition C22H22N4O4S, computed with ωB97M-V/def2-TZVPD.

Computed properties:
Highest occupied orbital energy   -8.4 eV
Orbital gap   6.46 eV
Charge   0

The geometry in XYZ format:
```
53
Properties=species:S:1:pos:R:3:lowdin_charge:R:1
C 0.554 0.019 2.796 -0.143
N -0.443 -0.168 1.727 -0.139
C -0.865 1.107 1.123 -0.209
C -1.572 2.102 2.098 -0.114
C -1.338 3.534 1.851 0.034
C -1.985 4.580 2.712 -0.298
N -1.907 5.968 2.617 -0.277
S -2.789 6.594 3.865 0.927
N -3.414 5.254 4.658 -0.241
C -2.886 4.219 3.891 -0.333
C -3.101 2.742 4.099 0.023
C -2.485 1.735 3.254 -0.156
C -2.828 0.227 3.557 -0.141
C -3.748 -0.258 2.346 -0.267
N -5.055 0.452 2.330 -0.031
H 0.108 0.387 3.767 0.079
H 0.981 -1.005 3.032 0.089
H 1.429 0.670 2.499 0.087
H 0.022 -0.734 1.002 0.044
H -1.456 0.915 0.175 0.126
H 0.087 1.632 0.770 0.119
H -0.708 3.889 1.002 0.110
H -3.780 2.451 4.945 0.116
H -1.913 -0.406 3.678 0.088
H -3.462 0.193 4.496 0.113
H -3.958 -1.360 2.391 0.113
H -3.236 -0.014 1.360 0.094
H -4.941 1.462 2.217 0.054
H -5.598 0.160 1.507 0.064
C 1.886 -4.844 -1.386 0.026
C 1.883 -3.859 -0.489 0.031
C 1.155 -2.596 -0.741 -0.346
O 1.154 -1.696 0.078 0.082
C 0.430 -2.468 -2.023 0.007
C 0.432 -3.453 -2.921 0.012
C 1.160 -4.717 -2.671 -0.394
O 1.162 -5.616 -3.487 0.110
H 2.414 -5.775 -1.220 0.124
H 2.408 -3.936 0.455 0.125
H -0.097 -1.539 -2.189 0.116
H -0.092 -3.376 -3.865 0.128
C 3.343 -1.453 -4.145 0.030
C 4.429 -1.485 -4.915 0.030
C 5.036 -0.240 -5.439 -0.385
O 6.024 -0.268 -6.142 0.114
C 4.389 1.041 -5.073 0.025
C 3.303 1.072 -4.303 0.025
C 2.696 -0.172 -3.779 -0.364
O 1.705 -0.142 -3.074 0.097
H 2.886 -2.353 -3.754 0.106
H 4.915 -2.413 -5.191 0.125
H 4.846 1.941 -5.464 0.124
H 2.817 2.000 -4.026 0.123
```

***

Calculated relative energies: one 0.0; two 108.8, given in kcal/mol

***

one | The ion C6H15N4O with charge +1, computed with ωB97M-V/def2-TZVPD.

Computed properties:
Highest occupied orbital energy   -11.8 eV
SMILES string   CCN/C(C/C(N)=[NH+]\C)=N\O
Orbital gap   8.65 eV
Charge   +1

The geometry in XYZ format:
```
26
Properties=species:S:1:pos:R:3:lowdin_charge:R:1
C -2.436 -0.522 -1.727 -0.071
C -2.289 -0.432 -0.173 -0.199
N -0.889 -0.343 0.306 0.029
C -0.432 0.836 0.832 -0.383
C 1.021 0.719 1.387 0.083
C 1.930 0.708 -0.209 -0.209
N 1.859 1.922 -0.817 0.205
N 2.705 -0.174 -0.661 0.045
C 2.640 -1.569 -0.235 0.011
N -0.818 2.088 0.750 0.003
O -2.098 2.521 0.396 -0.072
H -3.279 -1.011 -2.048 0.026
H -2.498 0.523 -2.179 0.094
H -1.619 -1.053 -2.303 0.083
H -2.785 -1.234 0.379 0.116
H -2.773 0.517 0.143 0.102
H -0.446 -1.266 0.471 0.142
H 1.348 1.614 1.979 0.125
H 1.306 -0.197 1.879 0.083
H 1.541 2.753 -0.374 0.112
H 2.282 1.925 -1.719 0.117
H 3.364 0.014 -1.392 0.168
H 2.926 -1.471 0.766 0.080
H 1.644 -1.902 -0.296 0.074
H 3.322 -2.193 -0.757 0.102
H -2.103 3.482 0.684 0.135
```

***

two | The ion C6H15N4O with charge +1, computed with ωB97M-V/def2-TZVPD.

Computed properties:
Highest occupied orbital energy   -12.1 eV
SMILES string   NCCN/C=N/CC/[NH+]=C/O
Orbital gap   9.36 eV
Charge   +1

The geometry in XYZ format:
```
26
Properties=species:S:1:pos:R:3:lowdin_charge:R:1
N -2.620 -0.831 -0.890 -0.006
C -3.184 0.448 -0.469 -0.219
C -2.478 0.965 0.895 -0.181
N -1.046 0.890 0.838 0.047
C -0.449 -0.293 0.523 -0.118
N 0.845 -0.385 0.423 0.020
C 1.647 -1.486 -0.018 -0.195
C 3.143 -1.130 0.226 -0.084
N 3.198 0.228 -0.386 0.051
C 2.307 1.010 0.154 -0.284
O 1.815 2.052 -0.449 0.148
H -2.415 -0.946 -1.854 0.073
H -3.265 -1.588 -0.677 0.097
H -4.298 0.509 -0.117 0.146
H -2.916 1.297 -1.080 0.096
H -2.711 1.925 1.196 0.093
H -2.965 0.248 1.596 0.125
H -0.720 1.814 0.676 0.129
H -1.074 -1.080 0.479 0.088
H 1.416 -1.678 -1.078 0.125
H 1.189 -2.349 0.491 0.135
H 3.148 -1.184 1.352 0.149
H 3.928 -1.665 -0.312 0.133
H 3.513 0.230 -1.346 0.166
H 2.489 0.998 1.163 0.139
H 1.504 2.003 -1.337 0.129
```

***

Calculated relative energies: one 17.0; two 0.0, given in kcal/mol

***

one | A cluster of 2 separate species, CH3IOS2 in total, computed with ωB97M-V/def2-TZVPD.

Computed properties:
Highest occupied orbital energy (alpha / beta)   -8.9 / -9.3 eV
Orbital gap (alpha / beta)   7.11 / 7.80 eV
Charge   0

The geometry in XYZ format:
```
8
Properties=species:S:1:pos:R:3:lowdin_charge:R:1
C -1.300 -0.888 0.088 -0.577
O 1.477 2.805 0.169 -0.638
S -0.703 -0.062 -1.355 0.514
S 1.873 1.653 -0.615 0.236
I 2.809 -0.058 0.702 0.422
H -2.171 -0.471 0.672 0.059
H -0.438 -1.164 0.682 -0.007
H -1.547 -1.815 -0.343 -0.010
```

***

two | An isolated molecule of CH3IOS2, computed with ωB97M-V/def2-TZVPD.

Computed properties:
Highest occupied orbital energy (alpha / beta)   -9.1 / -9.1 eV
Orbital gap (alpha / beta)   7.49 / 7.49 eV
Charge   0

The geometry in XYZ format:
```
8
Properties=species:S:1:pos:R:3:lowdin_charge:R:1
C -1.911 -0.100 -0.202 -0.544
O -1.316 1.218 4.026 -0.628
S -1.842 0.677 2.782 0.197
S -0.798 -0.839 1.056 0.398
I -3.425 -0.861 3.519 0.521
H -2.048 0.949 0.246 -0.002
H -1.702 -0.100 -1.258 0.022
H -2.982 -0.485 0.048 0.037
```

***

Calculated relative energies: one 5.0; two 0.0, given in kcal/mol

***

one | An isolated molecule of CH3IOS2, computed with ωB97M-V/def2-TZVPD.

Computed properties:
Highest occupied orbital energy   -9.5 eV
SMILES string   O=[S@H](=S)CI
Orbital gap   7.55 eV
Charge   0

The geometry in XYZ format:
```
8
Properties=species:S:1:pos:R:3:lowdin_charge:R:1
O -2.517 -0.629 -0.477 -0.453
S -1.301 0.202 -0.308 0.170
S -0.743 1.314 -1.804 0.278
C 0.247 -0.634 -0.192 -0.498
I -0.052 -1.456 2.312 0.351
H -1.142 0.991 1.007 0.082
H 0.317 -1.587 -0.660 0.020
H 1.027 0.185 -0.014 0.050
```

***

two | A structure of composition CH3IOS2, computed with ωB97M-V/def2-TZVPD.

Computed properties:
Highest occupied orbital energy (alpha / beta)   -9.7 / -9.7 eV
Orbital gap (alpha / beta)   7.16 / 7.10 eV
Charge   0

The geometry in XYZ format:
```
8
Properties=species:S:1:pos:R:3:lowdin_charge:R:1
C -0.206 0.662 -0.514 -0.889
O 1.966 -0.480 0.476 -0.557
S -0.541 -2.839 -0.476 0.097
S 0.541 -0.479 0.727 0.543
I -2.269 0.791 -0.021 0.758
H 0.250 1.645 -0.459 0.019
H -0.100 0.225 -1.503 0.008
H 0.359 0.475 1.770 0.021
```

***

three | An isolated molecule of CH3IOS2, computed with ωB97M-V/def2-TZVPD.

Computed properties:
Highest occupied orbital energy   -9.5 eV
Orbital gap   9.40 eV
Charge   0

The geometry in XYZ format:
```
8
Properties=species:S:1:pos:R:3:lowdin_charge:R:1
C 0.552 -0.707 0.241 -0.889
O -1.963 0.259 -0.009 -0.557
S 0.003 1.030 -2.168 0.231
S -0.485 0.534 -0.394 0.173
I -0.221 -1.065 2.148 0.895
H 0.595 -1.482 -0.468 0.026
H 1.579 -0.404 0.393 0.030
H -0.060 1.834 0.257 0.090
```

***

four | A cluster of 2 separate species, CH3IOS2 in total, computed with ωB97M-V/def2-TZVPD.

Computed properties:
Highest occupied orbital energy   -8.7 eV
Orbital gap   7.87 eV
Charge   0

The geometry in XYZ format:
```
8
Properties=species:S:1:pos:R:3:lowdin_charge:R:1
C 1.487 0.089 0.223 -0.250
O -0.776 -1.400 0.203 -0.645
S -3.857 -1.521 -0.721 0.051
S -0.101 -0.131 0.750 0.865
I -4.098 0.498 0.559 0.296
H 1.840 -0.691 -0.340 -0.017
H 2.123 0.919 0.511 0.024
H -2.674 -1.944 -0.473 -0.324
```

***

Calculated relative energies: one 35.4; two 54.5; three 15.6; four 0.0, given in kcal/mol